{
  "formula": "C9H29NO5",
  "method": "ωB97M-V/def2-TZVPD",
  "elements": ["O", "H", "H", "H", "O", "H", "H", "H", "O", "H", "H", "H", "O", "H", "C", "C", "C", "C", "C", "C", "N", "O", "C", "C", "C", "H", "H", "H", "H", "H", "H", "H", "H", "H", "H", "H", "H", "H", "H", "H", "H", "H", "H", "H"],
  "coordinates": [[-1.28336, -3.98316, 2.87805], [-1.22887, -3.19057, 2.33914], [-1.73557, -3.72199, 3.68360], [-1.76813, -4.63678, 2.36876], [-2.21412, -0.52095, 4.08334], [-2.23096, -1.34947, 4.56796], [-1.85738, -0.74613, 3.22100], [-3.08940, -0.14486, 3.96482], [-3.63614, -1.17551, 0.47317], [-4.38425, -0.86968, 0.99124], [-3.80918, -2.09372, 0.25284], [-2.85296, -1.12244, 1.02581], [-1.48085, -1.48285, 1.97116], [-0.66150, -1.45657, 1.43965], [1.10380, 3.04546, -0.54783], [0.22973, 1.81690, -0.81956], [-0.09950, 1.63068, -2.39058], [1.12298, 0.98095, -3.12266], [1.62310, -0.29109, -2.40635], [1.90548, -0.16564, -0.94574], [0.79397, 0.55767, -0.30538], [0.67300, 0.48562, 1.03637], [2.03088, -1.55372, -0.37202], [3.30000, 0.58237, -0.82582], [-1.22760, 2.14376, -0.37668], [1.91996, 2.84972, 0.14764], [0.49741, 3.92169, -0.31846], [1.61557, 3.18448, -1.50012], [-1.06502, 1.15398, -2.55979], [-0.23864, 2.66907, -2.69140], [1.90919, 1.71232, -3.30998], [0.64878, 0.70858, -4.06555], [2.57495, -0.66699, -2.78155], [0.89172, -1.05797, -2.66147], [1.09150, -2.06121, -0.59137], [2.71741, -2.27457, -0.81604], [2.33724, -1.55614, 0.67404], [4.05495, -0.19369, -0.95184], [3.43949, 1.39740, -1.53601], [3.41872, 1.05860, 0.14743], [-1.41001, 2.39417, 0.66837], [-1.91629, 1.29980, -0.33745], [-1.71998, 2.86826, -1.02534], [0.00976, -0.14581, 1.32446]],
  "forces_ev_per_angstrom": [[0.5, -1.5, 0.7], [0.3, 3.1, -1.4], [-0.3, -0.5, 0.7], [-0.4, -1.1, -0.1], [-0.8, 1.0, 2.7], [-0.3, -0.1, 0.9], [2.2, -0.9, -4.0], [-0.7, 0.5, 0.5], [-1.9, 0.3, -1.3], [-0.9, 0.6, 0.0], [0.0, -0.8, -0.6], [3.4, -0.2, 1.6], [-0.7, -1.0, -0.2], [-0.5, 0.0, 0.2], [0.4, -0.5, -1.1], [-1.8, -0.4, -1.3], [2.6, 0.6, 1.5], [-1.4, 0.0, 0.2], [-0.4, 0.3, -1.4], [1.3, 1.7, 0.5], [-2.3, -0.7, -2.5], [1.3, 0.5, 2.9], [-0.3, -0.8, 0.5], [-0.8, -0.4, 0.5], [-0.5, -1.1, 1.7], [-0.5, 0.2, 0.4], [0.3, 0.0, 0.1], [0.2, 0.7, 0.0], [0.3, -0.5, 0.2], [0.1, 0.0, -0.5], [-0.1, 0.0, 0.1], [0.8, -0.2, -0.4], [-0.1, 0.2, -0.7], [-0.2, -0.3, 0.5], [-0.6, -0.1, 0.7], [0.5, 0.7, -0.6], [-0.5, 0.1, 0.2], [0.3, 0.4, -0.1], [-0.1, -0.3, -0.3], [0.0, -0.3, 0.2], [0.8, 1.0, 0.3], [0.1, -0.9, -1.0], [0.4, 0.2, 0.1], [0.0, 0.4, -0.7]],
  "max_force_ha_per_bohr": 0.0897,
  "de_lowest_kcal_mol": 48.3,
  "gap_ev": 3.946,
  "total_charge": 2
}


{
  "formula": "C4H9N2",
  "method": "ωB97M-V/def2-TZVPD",
  "elements": ["C", "C", "C", "C", "N", "N", "H", "H", "H", "H", "H", "H", "H", "H", "H"],
  "coordinates": [[1.15589, -0.08367, -0.00307], [0.21139, 1.06466, -0.13332], [-0.79821, -0.00595, -0.62379], [-2.10029, -0.19007, 0.47469], [0.29746, -1.03102, -0.41924], [2.43162, -0.13571, 0.39672], [0.09575, 1.78105, 0.59767], [0.43186, 1.80904, -0.87074], [-0.97170, -0.13445, -1.69859], [-2.94814, 0.14381, -0.09275], [-2.05000, 0.44586, 1.26007], [-2.08011, -1.29593, 0.81333], [0.32844, -1.92771, -0.85109], [2.91991, 0.43927, 1.04833], [3.07612, -0.87918, 0.10176]],
  "forces_ev_per_angstrom": [[1.4, 4.5, 1.1], [1.1, -0.8, -2.4], [-0.2, -1.2, 2.8], [1.7, -3.5, -3.8], [-3.8, -1.5, -0.5], [2.2, -2.4, -0.3], [-1.3, 0.5, 2.9], [0.5, 0.1, -1.6], [-0.9, 0.6, 0.3], [-0.6, -0.6, -0.3], [1.0, 1.9, 2.5], [-0.5, 2.0, -0.7], [0.5, -0.8, -0.3], [-0.4, 0.9, 0.7], [-0.6, 0.2, -0.2]],
  "max_force_ha_per_bohr": 0.1050,
  "de_lowest_kcal_mol": 50.2,
  "gap_ev": [7.489, 7.482],
  "multiplicity": 3,
  "total_charge": 1
}


{
  "formula": "C38H48As3F5NPSeTl",
  "method": "ωB97M-V/def2-TZVPD",
  "elements": ["Tl", "C", "As", "C", "C", "C", "C", "C", "As", "C", "C", "C", "As", "C", "C", "H", "H", "H", "H", "H", "H", "H", "H", "H", "H", "H", "H", "H", "H", "H", "H", "H", "H", "H", "H", "H", "H", "H", "H", "H", "H", "H", "N", "C", "C", "C", "C", "C", "C", "C", "C", "C", "C", "C", "C", "C", "H", "H", "H", "H", "H", "H", "H", "H", "H", "H", "F", "C", "C", "F", "C", "F", "C", "Se", "C", "F", "C", "F", "C", "P", "C", "C", "C", "C", "C", "C", "C", "H", "H", "H", "H", "H", "H", "H", "H", "H", "H", "H"],
  "coordinates": [[-0.04860, -0.09796, 1.19994], [3.62991, -1.20411, -0.92533], [2.71032, 0.21894, 0.06061], [3.69377, 0.06647, 1.74260], [3.62217, 1.74549, -0.80763], [3.17464, 3.17242, -0.47238], [4.02337, 4.13555, -1.31667], [1.70844, 3.40261, -0.88464], [0.23380, 2.85246, 0.32502], [-0.00154, 4.41576, 1.48288], [-1.17915, 3.25292, -0.96415], [3.33285, 3.48273, 1.02278], [5.05124, 3.43810, 2.07139], [5.54218, 5.32396, 1.82189], [6.48425, 2.73846, 0.90454], [4.70864, -1.06647, -0.86246], [3.32565, -1.19020, -1.97098], [3.37058, -2.17036, -0.49377], [4.72940, 0.38039, 1.61404], [3.66418, -0.97296, 2.06340], [3.23480, 0.66984, 2.52413], [3.51316, 1.57233, -1.88198], [4.67766, 1.62400, -0.56032], [3.81314, 3.99981, -2.37956], [5.08618, 3.96421, -1.15953], [3.80055, 5.17046, -1.05227], [1.50741, 2.89933, -1.83508], [1.53985, 4.47103, -1.04358], [0.20633, 5.33407, 0.93366], [0.64524, 4.35470, 2.35566], [-1.03806, 4.42507, 1.82084], [-1.06722, 4.27826, -1.31728], [-2.15870, 3.14022, -0.50389], [-1.11643, 2.57136, -1.81157], [2.66707, 2.80881, 1.57643], [2.95783, 4.49560, 1.19999], [4.75520, 5.97750, 2.19627], [5.73614, 5.55882, 0.77542], [6.44583, 5.52542, 2.39643], [6.42261, 1.66168, 0.75379], [7.40409, 2.93511, 1.45704], [6.56102, 3.23936, -0.05791], [-2.04413, 0.06898, 0.26311], [-3.03315, 0.64897, 0.79046], [-4.38755, 0.47106, 0.18454], [-4.51620, 0.23817, -1.18184], [-5.76985, 0.05780, -1.73962], [-6.89941, 0.08653, -0.93374], [-6.77471, 0.29268, 0.43272], [-5.52277, 0.49143, 0.99374], [-2.94282, 1.55004, 1.99017], [-2.27151, 1.15614, 3.14291], [-2.13529, 2.03049, 4.21197], [-2.66281, 3.31070, 4.13277], [-3.33959, 3.70867, 2.98772], [-3.49048, 2.83014, 1.92458], [-3.62207, 0.21422, -1.79147], [-5.87429, -0.09596, -2.80605], [-7.88164, -0.04208, -1.36980], [-7.65459, 0.31515, 1.06244], [-5.42559, 0.64997, 2.05986], [-1.91844, 0.13398, 3.23429], [-1.62559, 1.70413, 5.11063], [-2.55727, 3.99312, 4.96592], [-3.75673, 4.70495, 2.91661], [-4.03191, 3.13157, 1.03617], [-0.62174, 1.20431, 8.42421], [-0.28995, 0.60239, 7.29530], [-1.25528, -0.07479, 6.56540], [-2.51284, -0.10581, 6.99434], [-0.89767, -0.71479, 5.39363], [-1.83794, -1.38067, 4.71753], [0.40263, -0.66754, 4.90107], [0.90862, -1.62361, 3.33944], [1.34550, 0.04015, 5.64117], [2.59608, 0.13733, 5.19704], [1.01711, 0.65730, 6.83502], [1.94082, 1.30174, 7.53618], [0.52978, -4.08938, 0.32623], [-0.35474, -2.57911, -0.22406], [-0.21558, -2.69624, -2.04228], [-2.07116, -3.05535, 0.15824], [-2.97547, -3.52700, -0.78539], [-4.27461, -3.83956, -0.40616], [-4.67910, -3.67772, 0.90806], [-3.77721, -3.21712, 1.85935], [-2.47987, -2.91535, 1.48585], [0.05655, -4.96598, -0.11566], [0.48082, -4.16212, 1.41241], [1.57652, -4.04547, 0.02165], [-0.43306, -3.71162, -2.37271], [0.80035, -2.43463, -2.33821], [-0.90957, -1.99468, -2.50417], [-2.67713, -3.65855, -1.81788], [-4.97250, -4.21006, -1.14584], [-5.69656, -3.91111, 1.19331], [-4.08335, -3.09245, 2.89052], [-1.76795, -2.57727, 2.23390]],
  "forces_ev_per_angstrom": [[-0.2, -0.4, 0.0], [-0.2, 0.0, 0.0], [0.4, -0.2, 0.2], [0.0, 0.1, 0.0], [-0.2, 0.0, 0.0], [0.0, 0.1, 0.1], [0.0, -0.1, 0.0], [0.0, -0.1, 0.2], [-0.1, 0.3, 0.0], [0.0, -0.1, 0.0], [-0.1, -0.1, 0.0], [0.1, -0.2, 0.0], [-0.1, 0.1, -0.1], [0.1, 0.0, 0.0], [0.0, 0.0, 0.0], [0.0, 0.1, 0.0], [0.0, 0.0, 0.0], [0.0, 0.0, 0.0], [0.0, 0.0, -0.1], [0.0, 0.0, 0.0], [0.0, 0.0, 0.0], [0.0, 0.0, 0.0], [0.0, -0.1, 0.0], [0.0, 0.0, 0.0], [0.0, 0.0, 0.0], [0.0, 0.0, 0.0], [0.0, 0.0, 0.0], [0.0, 0.0, 0.0], [0.0, 0.0, 0.0], [0.0, 0.0, 0.0], [0.0, 0.0, 0.0], [0.0, 0.0, 0.0], [0.0, 0.0, 0.0], [0.0, 0.0, 0.0], [0.0, 0.0, 0.1], [0.0, 0.0, 0.1], [0.0, -0.1, 0.0], [0.0, 0.0, 0.0], [0.0, 0.0, 0.0], [0.0, 0.0, 0.0], [0.0, 0.0, 0.0], [0.0, 0.0, 0.0], [0.7, -0.4, -0.1], [0.2, 0.2, 0.4], [0.0, 0.0, 0.0], [0.0, 0.0, 0.0], [0.0, 0.0, -0.1], [-0.1, 0.0, 0.1], [0.0, 0.0, 0.0], [0.1, 0.0, -0.1], [0.0, 0.0, 0.0], [-0.1, 0.0, -0.1], [0.0, 0.1, 0.0], [0.0, 0.1, 0.0], [-0.1, 0.0, 0.0], [0.0, -0.1, 0.1], [0.0, 0.0, 0.0], [0.0, 0.0, 0.0], [0.0, 0.0, 0.0], [0.0, 0.0, 0.0], [0.0, 0.0, 0.0], [0.0, 0.1, -0.1], [-0.1, 0.2, -0.2], [0.0, 0.0, 0.0], [0.0, 0.0, 0.0], [0.0, 0.0, 0.0], [0.0, 0.1, 0.1], [0.0, -0.1, -0.1], [0.1, -0.2, 0.1], [0.0, 0.0, 0.0], [0.3, -0.1, 0.0], [-0.1, -0.1, 0.2], [-0.1, 0.1, 0.1], [-0.3, 0.6, -0.9], [-0.2, -0.1, -0.2], [0.1, 0.0, 0.1], [0.0, 0.0, 0.0], [0.0, 0.1, 0.0], [0.1, 0.3, 0.0], [-0.2, -0.4, 0.0], [0.0, 0.1, 0.2], [0.1, 0.1, 0.1], [0.1, 0.0, 0.0], [0.0, 0.0, -0.1], [0.0, 0.0, 0.0], [0.0, 0.0, 0.0], [0.1, 0.0, 0.0], [0.0, 0.0, 0.0], [0.0, 0.0, 0.0], [0.0, 0.0, 0.0], [0.0, 0.0, -0.1], [0.0, 0.0, 0.0], [0.0, 0.0, 0.0], [0.0, 0.0, 0.0], [0.0, 0.0, 0.0], [0.0, 0.0, 0.0], [0.0, 0.0, 0.0], [-0.1, 0.0, 0.0]],
  "max_force_ha_per_bohr": 0.0217,
  "de_lowest_kcal_mol": 9.8,
  "gap_ev": 6.447,
  "total_charge": 1
}